Entry 1:
Molecular formula: C37H44GdN5P2S2
Method: DFT, ωB97M-V with the def2-TZVPD basis set

Each line ends with the Löwdin spin population.
Atoms and positions in Å:
Gd1 -1.815 -0.189 -0.346  3.525
C1 -4.261 -1.590 -0.722  0.003
C2 -4.118 -1.474 0.831  0.003
N1 -2.761 -1.240 1.285  -0.005
C3 -2.507 -0.066 2.119  0.017
C4 -3.095 1.324 1.785  0.009
S1 -2.729 2.049 0.136  -0.002
C5 -4.325 1.654 -0.697  -0.001
C6 -4.227 0.650 -1.854  0.002
N2 -3.562 -0.604 -1.554  0.017
H1 -3.844 -2.567 -0.994  0.001
H2 -5.323 -1.637 -0.991  0.000
H3 -4.803 -0.698 1.184  0.000
H4 -4.480 -2.407 1.280  0.001
H5 -2.131 -2.076 1.633  0.002
H6 -2.826 -0.314 3.140  0.000
H7 -1.417 0.048 2.175  0.017
H8 -4.173 1.338 1.973  0.000
H9 -2.671 2.031 2.508  0.002
H10 -5.068 1.314 0.029  0.000
H11 -4.704 2.601 -1.097  0.000
H12 -5.226 0.460 -2.263  0.001
H13 -3.663 1.131 -2.663  0.000
H14 -3.135 -1.167 -2.613  0.001
N3 0.097 2.410 -0.362  0.261
P1 -0.933 1.697 -2.209  0.009
C7 0.049 3.113 -2.918  0.004
C8 -0.272 3.079 -4.282  0.001
C9 0.239 4.031 -5.167  0.000
C10 1.076 5.044 -4.699  0.000
C11 1.404 5.105 -3.345  0.001
C12 0.901 4.152 -2.453  0.006
C13 0.381 0.596 -2.677  0.036
C14 1.791 0.747 -2.587  0.008
C15 2.637 -0.208 -3.152  0.010
C16 2.096 -1.317 -3.802  0.019
C17 0.707 -1.467 -3.892  0.006
C18 -0.148 -0.511 -3.324  0.045
P2 0.048 0.930 1.369  0.246
C19 1.323 2.280 1.767  0.074
C20 2.627 2.342 1.194  0.008
C21 3.616 3.140 1.775  0.003
C22 3.328 3.863 2.935  0.001
C23 2.054 3.787 3.509  0.002
C24 1.061 2.990 2.929  0.008
C25 0.980 -0.299 1.280  0.177
C26 1.342 -0.683 2.576  -0.020
C27 2.040 -1.881 2.785  0.239
C28 2.375 -2.698 1.701  0.193
C29 2.003 -2.326 0.411  0.267
C30 1.305 -1.136 0.206  0.122
H15 -0.467 3.232 -0.049  0.006
H16 -0.919 2.299 -4.668  0.001
H17 -0.013 3.984 -6.219  0.000
H18 1.471 5.782 -5.385  0.000
H19 2.053 5.892 -2.983  0.000
H20 1.194 4.250 -1.421  0.003
H21 2.231 1.588 -2.070  0.000
H22 3.711 -0.091 -3.072  0.000
H23 2.756 -2.061 -4.229  0.001
H24 0.297 -2.333 -4.393  0.000
H25 -1.221 -0.647 -3.384  0.001
H26 2.864 1.790 0.288  0.000
H27 4.599 3.198 1.327  0.001
H28 4.092 4.482 3.386  0.000
H29 1.835 4.351 4.407  0.000
H30 0.079 2.942 3.372  0.002
H31 1.090 -0.061 3.426  0.001
H32 2.322 -2.177 3.785  0.030
H33 2.915 -3.623 1.858  0.065
H34 2.251 -2.957 -0.434  0.007
H35 1.019 -0.891 -0.786  0.058
N4 0.528 -3.171 -0.800  0.077
C31 -0.560 -3.053 -0.015  0.046
S2 -2.059 -2.846 -0.705  0.039
N5 -0.410 -3.048 1.332  0.035
C32 0.670 -3.442 2.148  0.235
C33 0.650 -3.020 3.483  0.029
C34 1.683 -3.371 4.356  0.277
C35 2.735 -4.166 3.908  -0.019
C36 2.745 -4.620 2.591  0.273
C37 1.713 -4.265 1.717  0.161
H36 0.380 -3.032 -1.793  0.007
H37 1.404 -2.813 -0.442  0.026
H38 -1.240 -2.729 1.820  0.003
H39 -0.158 -2.397 3.857  -0.002
H40 1.666 -3.024 5.386  0.012
H41 3.537 -4.444 4.586  -0.005
H42 3.548 -5.266 2.246  0.015
H43 1.725 -4.690 0.718  0.005
H44 0.024 -0.903 -1.001  0.287

Force components x, y, z for each atom (eV/Å):
5.8 -0.2 -1.1
-1.6 -0.9 -0.5
-1.0 -0.7 -0.3
0.4 -1.3 2.9
-0.9 -0.6 2.5
-0.3 -0.2 0.3
-2.7 2.4 1.2
-0.6 -0.1 -0.2
-0.7 0.7 -1.2
-0.6 -2.4 -5.0
-1.7 0.7 -0.2
-0.1 0.3 0.3
0.4 0.0 0.2
-0.2 0.1 -0.4
-4.0 3.2 -1.1
-0.2 0.4 0.0
-0.8 -0.3 0.5
0.1 0.1 -0.2
0.1 -0.3 -0.1
0.2 0.1 0.1
0.1 -0.2 0.0
-0.1 0.2 0.2
-0.1 -0.2 0.2
-2.1 2.2 4.1
-1.5 -3.0 -1.5
4.1 4.1 2.7
-1.2 1.1 -1.4
0.7 1.1 -0.4
0.2 0.0 0.2
-0.2 -0.3 0.1
-0.4 -0.6 -0.2
-0.5 -0.4 -0.2
0.6 -1.0 -0.1
-0.3 -0.4 -0.1
-0.6 0.4 0.3
-0.6 -0.1 0.0
0.3 0.0 0.1
1.1 -1.1 -0.5
-3.1 12.5 -1.3
0.9 -0.8 0.6
-0.6 0.3 0.4
-0.8 -0.2 0.0
-0.6 -0.1 0.1
0.4 0.1 -0.4
0.6 0.5 -0.1
4.9 -7.3 -0.2
1.7 -0.6 -0.3
0.1 4.9 1.2
1.4 2.1 -5.1
5.5 6.7 3.3
2.9 0.1 1.6
0.1 -0.7 -0.1
-0.1 0.0 -0.1
0.0 0.0 0.0
0.0 0.0 0.0
0.0 -0.1 0.1
-0.1 -0.2 0.1
-0.2 0.2 0.0
-0.1 0.0 0.0
-0.1 0.0 -0.1
0.0 0.0 -0.1
-0.1 0.0 -0.2
-0.1 -0.1 0.1
0.0 0.0 0.0
0.0 0.0 0.0
0.0 0.0 0.0
-0.1 -0.1 0.2
0.1 0.0 0.0
2.4 2.6 -1.1
5.2 3.4 -1.4
6.0 0.3 1.2
1.6 1.0 -1.2
-6.7 -3.4 -2.7
1.8 -1.1 -1.6
1.5 -2.5 -0.6
0.4 -0.5 0.1
-5.3 -2.6 2.8
-3.2 -1.1 -0.3
-0.5 -3.9 2.7
-0.2 -1.5 0.4
2.1 -6.1 6.1
-3.3 -0.6 -2.0
-0.5 -0.4 -0.1
-4.9 -1.9 -2.9
1.6 -1.5 0.5
0.1 -0.2 -0.2
-0.1 0.0 -0.2
-0.1 0.1 -0.2
-0.3 -0.1 0.0
-0.2 0.0 0.2
-1.7 -0.2 -0.4

## Properties
Maximum force: 12.92 eV/Å
E_HOMO (spin up / spin down): -10.798 / -12.258 eV
⟨S²⟩: 15.96
Total charge: +2
2S+1: 8
HOMO-LUMO gap (spin up / spin down): 0.184 / 0.198 hartree

=====

Entry 2:
Molecular formula: C4H5NO
Method: DFT, ωB97M-V with the def2-TZVPD basis set

Each line ends with the Löwdin charge.
Atoms and positions in Å:
C1 0.567 -0.994 -1.367  -0.063
C2 0.241 0.268 -0.795  -0.097
N1 0.090 1.436 -0.810  -0.103
O1 -0.212 2.410 -0.123  -0.099
H1 0.241 -1.009 -2.402  0.090
H2 1.598 -1.335 -1.360  0.087
H3 -0.008 -1.762 -0.860  0.078
C3 -0.614 0.800 1.663  0.008
C4 -0.543 -0.402 1.835  0.040
H4 -0.750 1.811 1.894  0.039
H5 -0.618 -1.283 2.399  0.020

Force components x, y, z for each atom (eV/Å):
-0.3 -1.5 -0.7
0.6 1.2 -1.2
-0.2 -1.1 1.9
0.1 1.2 -1.3
-0.1 0.0 -0.2
0.3 0.5 0.3
-0.1 -0.2 0.1
-0.3 -2.5 1.9
-0.2 2.5 -0.1
0.0 0.8 -0.5
0.2 -1.0 -0.2

## Properties
Maximum force: 3.12 eV/Å
E_HOMO: -9.229 eV
SMILES: CC#[N+][O-].C#C
2S+1: 1
HOMO-LUMO gap: 0.366 hartree

=====

Entry 3:
Molecular formula: C33H44N4P2Pt
Method: DFT, ωB97M-V with the def2-TZVPD basis set

Each line ends with the Löwdin spin population.
Atoms and positions in Å:
Pt1 2.029 -0.868 0.535  0.449
C1 -5.922 0.736 -3.203  0.000
C2 -4.926 1.613 -3.122  0.000
C3 -4.895 2.894 -2.337  0.000
C4 -5.831 2.974 -1.111  0.000
C5 -5.644 1.880 -0.095  0.000
C6 -6.221 0.670 -0.090  0.000
C7 -7.235 0.136 -1.067  0.000
C8 -7.244 0.767 -2.477  0.000
C9 2.176 -1.955 2.332  0.192
H1 -5.847 -0.107 -3.908  0.000
H2 -4.044 1.477 -3.765  0.000
H3 -5.141 3.748 -2.995  0.000
H4 -3.856 3.060 -2.008  0.000
H5 -5.605 3.927 -0.603  0.000
H6 -6.870 3.039 -1.453  0.000
H7 -5.001 2.170 0.744  0.000
H8 -6.039 -0.003 0.754  0.000
H9 -8.254 0.241 -0.653  0.000
H10 -7.063 -0.948 -1.161  0.000
H11 -7.958 0.178 -3.078  0.000
H12 -7.652 1.783 -2.417  0.000
H13 2.506 -2.939 1.954  0.019
H14 1.308 -2.074 2.985  0.012
H15 3.010 -1.475 2.862  0.009
P1 0.405 0.268 1.689  0.155
P2 1.123 0.354 -1.144  0.223
N1 -0.731 -0.730 2.486  0.005
N2 1.067 1.260 2.944  0.049
N3 -0.133 -0.431 -2.068  0.050
N4 2.064 0.938 -2.456  0.029
C10 -0.595 1.377 0.696  0.025
C11 0.212 1.803 -0.540  0.024
C12 -0.913 -2.110 2.294  0.013
C13 -2.005 -2.512 3.047  0.001
C14 -2.540 -1.343 3.694  0.002
C15 -1.747 -0.264 3.332  0.000
C16 1.860 0.783 4.002  0.009
C17 2.310 1.868 4.738  0.008
C18 1.774 3.055 4.137  0.006
C19 1.026 2.659 3.039  0.012
C20 -0.225 -1.808 -2.279  0.021
C21 -1.393 -2.071 -2.985  0.000
C22 -2.053 -0.818 -3.212  0.007
C23 -1.245 0.168 -2.666  0.006
C24 1.593 1.586 -3.611  0.004
C25 2.666 2.171 -4.266  0.004
C26 3.840 1.902 -3.482  0.001
C27 3.447 1.155 -2.384  0.010
H16 -0.910 2.237 1.298  0.001
H17 -1.502 0.807 0.429  0.005
H18 -0.446 2.251 -1.292  0.001
H19 0.992 2.543 -0.299  0.007
H20 -0.218 -2.671 1.685  0.010
H21 -2.384 -3.519 3.118  0.000
H22 -3.400 -1.301 4.343  0.000
H23 -1.802 0.786 3.580  0.000
H24 2.062 -0.271 4.111  0.000
H25 2.964 1.812 5.596  0.001
H26 1.935 4.071 4.467  0.001
H27 0.496 3.241 2.300  0.000
H28 0.550 -2.460 -1.899  0.012
H29 -1.734 -3.042 -3.320  0.000
H30 -3.001 -0.644 -3.709  0.001
H31 -1.385 1.239 -2.646  0.000
H32 0.547 1.552 -3.879  0.000
H33 2.618 2.733 -5.193  0.001
H34 4.846 2.235 -3.702  0.000
H35 4.001 0.722 -1.562  0.004
C28 6.696 -3.706 -0.159  0.019
C29 6.212 -2.715 0.903  0.040
C30 6.012 -3.509 2.213  0.018
C31 7.314 -1.683 1.167  0.004
C32 4.975 -2.039 0.443  0.337
C33 3.851 -1.561 0.274  0.181
H36 7.654 -4.143 0.152  0.003
H37 6.820 -3.217 -1.130  0.001
H38 5.967 -4.514 -0.273  0.000
H39 6.958 -3.992 2.492  0.003
H40 5.717 -2.849 3.038  0.001
H41 5.256 -4.294 2.095  0.001
H42 7.474 -1.043 0.294  0.000
H43 7.026 -1.049 2.012  0.000
H44 8.255 -2.190 1.421  0.000

Force components x, y, z for each atom (eV/Å):
0.5 0.8 -0.4
-0.1 -0.3 -0.3
0.0 0.2 -0.5
0.0 0.1 0.3
0.1 0.5 0.0
-0.2 -0.5 0.3
-0.1 0.6 0.3
0.1 -0.2 -0.3
-0.4 -0.2 0.0
0.8 -1.4 0.4
0.3 0.4 0.4
-0.4 -0.1 0.2
0.2 -0.3 0.1
-0.2 0.0 0.0
-0.2 -0.2 -0.2
0.4 0.1 0.3
-0.1 -0.4 -0.2
0.2 0.3 -0.2
0.3 0.0 0.0
-0.1 0.2 0.0
0.2 0.3 0.2
0.1 -0.4 -0.2
-0.2 0.3 0.6
0.3 0.2 -0.3
-0.3 -0.4 -0.1
1.5 -0.5 0.0
-0.9 -1.2 -1.1
-0.6 -0.2 0.4
-0.2 0.5 1.3
-0.8 -0.1 -0.6
0.8 0.7 -0.4
-0.4 0.4 -0.2
0.0 0.4 0.3
-0.8 0.2 0.8
0.8 1.0 -0.5
0.9 0.6 -0.5
-0.2 -1.2 -0.1
-0.1 1.1 -0.1
-0.6 -0.4 -0.8
-0.3 -0.7 -0.6
0.4 -0.4 0.7
-0.8 0.4 -0.4
0.7 0.6 0.4
0.9 0.4 0.4
-0.4 -0.9 -0.1
0.8 0.1 -0.1
-0.5 -0.5 0.9
-0.6 -0.4 0.6
-0.2 0.4 -0.7
-0.1 -0.2 -0.2
0.3 0.2 -0.1
0.3 -0.1 0.1
-0.3 -0.2 0.1
-0.3 0.2 0.0
0.0 0.0 0.0
0.0 0.0 0.0
0.0 -0.1 0.1
-0.1 0.3 0.1
-0.1 0.0 0.0
0.0 -0.1 -0.1
0.1 0.0 0.2
-0.1 0.1 0.0
0.1 0.1 0.2
0.2 -0.1 0.1
-0.1 -0.2 0.0
0.2 0.0 0.0
0.0 -0.2 0.2
-0.2 -0.2 0.1
0.0 0.1 -0.1
-0.1 -0.2 -0.3
0.5 0.1 -0.1
-0.5 0.1 0.1
0.1 0.3 0.0
0.8 -0.9 0.9
-0.9 0.8 -0.2
-0.2 0.1 -0.1
0.1 -0.1 0.1
0.1 0.1 -0.1
-0.2 0.2 -0.2
0.0 -0.1 -0.2
0.1 0.2 0.0
0.0 -0.1 0.1
0.1 0.0 -0.1
-0.2 0.1 -0.1

## Properties
Maximum force: 1.78 eV/Å
E_HOMO (spin up / spin down): -4.644 / -8.313 eV
⟨S²⟩: 2.02
2S+1: 3
HOMO-LUMO gap (spin up / spin down): 0.190 / 0.201 hartree

=====

Entry 4:
Molecular formula: C39H44F4IrN9OS
Method: DFT, ωB97M-V with the def2-TZVPD basis set

Each line ends with the Löwdin spin population.
Atoms and positions in Å:
Ir1 0.836 -0.768 0.559  2.393
C1 0.787 0.838 3.142  0.018
N1 1.422 -0.434 2.744  0.111
C2 1.066 -1.458 3.751  0.007
C3 2.894 -0.321 2.665  0.013
C4 3.382 0.594 1.560  0.048
N2 2.787 0.242 0.266  0.488
C5 3.297 0.708 -0.873  0.061
C6 2.523 0.657 -2.076  0.109
F1 1.243 0.250 -2.011  0.052
C7 2.994 1.076 -3.287  -0.001
F2 2.193 1.012 -4.343  -0.013
C8 4.285 1.586 -3.416  0.189
C9 5.066 1.682 -2.278  -0.008
F3 6.289 2.175 -2.355  -0.017
C10 4.605 1.278 -1.043  0.138
F4 5.434 1.401 -0.018  0.045
H1 1.081 1.112 4.161  0.005
H2 -0.296 0.720 3.114  0.001
H3 1.077 1.633 2.456  0.004
H4 1.288 -1.084 4.754  0.003
H5 1.654 -2.355 3.595  0.000
H6 0.004 -1.688 3.689  0.001
H7 3.281 -1.326 2.488  0.002
H8 3.302 0.030 3.619  0.003
H9 4.466 0.538 1.554  0.007
H10 3.119 1.639 1.758  0.018
H11 4.664 1.909 -4.378  0.008
N3 0.711 2.599 0.005  0.661
S1 0.102 3.972 0.591  0.206
C11 1.493 4.815 1.261  0.037
C12 1.608 4.860 2.644  0.001
C13 2.720 5.493 3.183  0.002
C14 3.670 6.059 2.342  -0.002
C15 3.521 6.011 0.956  0.004
C16 2.424 5.382 0.395  0.007
C17 -0.571 5.016 -0.675  0.031
C18 -0.779 4.547 -1.965  0.007
C19 -1.367 5.405 -2.882  0.004
C20 -1.752 6.684 -2.496  0.010
C21 -1.544 7.125 -1.194  0.000
C22 -0.958 6.286 -0.261  0.013
H12 0.145 2.243 -0.774  0.019
H13 0.845 4.438 3.288  0.001
H14 2.835 5.555 4.256  0.000
H15 4.534 6.552 2.768  0.000
H16 4.257 6.472 0.312  0.001
H17 2.291 5.348 -0.679  0.000
H18 -0.479 3.555 -2.277  0.001
H19 -1.523 5.075 -3.900  0.000
H20 -2.224 7.341 -3.214  0.000
H21 -1.845 8.122 -0.901  0.000
H22 -0.796 6.623 0.756  0.001
O1 -1.174 -0.156 0.183  0.105
C23 -2.196 0.088 -0.486  0.019
C24 -2.962 -0.963 -1.201  0.002
C25 -4.002 -1.438 -0.138  0.000
C26 -4.785 -0.351 0.629  0.000
C27 -3.967 0.485 1.639  0.000
C28 -3.200 1.662 1.011  0.001
N4 -2.797 1.294 -0.374  0.009
H23 -2.333 -1.797 -1.505  0.000
H24 -3.468 -0.547 -2.074  0.001
H25 -3.479 -2.063 0.591  0.000
H26 -4.714 -2.079 -0.656  0.000
H27 -5.552 -0.881 1.193  0.000
H28 -5.329 0.300 -0.063  0.000
H29 -3.263 -0.181 2.145  0.000
H30 -4.632 0.878 2.408  0.000
H31 -2.316 1.918 1.594  0.000
H32 -3.824 2.549 0.926  0.000
H33 -3.583 1.378 -1.006  0.001
C29 0.570 -2.943 -2.336  0.008
C30 0.785 -3.539 -0.992  0.023
N5 0.950 -2.876 0.158  0.105
C31 1.115 -3.837 1.150  0.013
C32 1.064 -5.061 0.589  0.003
N6 0.863 -4.856 -0.758  0.012
C33 0.676 -5.960 -1.716  0.002
N7 -0.407 -6.787 -1.321  0.001
N8 -0.142 -8.054 -0.850  0.000
N9 -1.230 -8.600 -0.497  0.000
C34 -2.267 -7.701 -0.715  0.000
C35 -3.637 -7.842 -0.488  0.000
C36 -4.438 -6.764 -0.791  0.000
C37 -3.895 -5.571 -1.307  0.000
C38 -2.542 -5.420 -1.534  0.000
C39 -1.743 -6.527 -1.235  0.000
H34 0.367 -1.883 -2.241  0.005
H35 -0.273 -3.408 -2.848  0.000
H36 1.450 -3.071 -2.969  0.000
H37 1.248 -3.588 2.182  0.001
H38 1.149 -6.050 1.010  0.000
H39 1.568 -6.584 -1.714  0.000
H40 0.529 -5.546 -2.712  0.000
H41 -4.042 -8.770 -0.109  0.000
H42 -5.506 -6.834 -0.641  0.000
H43 -4.565 -4.754 -1.542  0.000
H44 -2.134 -4.495 -1.923  0.000

Force components x, y, z for each atom (eV/Å):
0.4 -0.7 0.3
0.1 0.0 0.0
-0.2 0.1 -0.2
0.0 0.1 0.0
0.0 0.0 0.0
0.0 -0.1 0.0
-0.2 0.4 0.0
0.1 0.0 0.0
0.0 0.0 0.0
0.0 0.0 0.1
0.1 0.0 0.0
0.0 0.0 0.0
0.0 0.0 -0.1
0.1 0.0 0.0
0.0 0.0 0.0
0.0 0.0 0.0
0.0 0.0 -0.1
0.0 0.0 0.0
0.0 0.0 0.0
0.0 0.0 0.0
0.0 0.0 0.0
0.0 0.0 0.0
0.0 0.0 0.0
0.0 0.0 0.0
0.0 0.0 0.0
0.0 0.0 0.0
0.0 0.0 0.0
0.0 0.0 0.0
-0.1 0.2 0.0
0.2 -0.1 -0.2
0.0 -0.1 0.0
0.1 0.1 0.0
0.0 0.0 0.0
0.0 0.0 0.0
0.0 0.0 0.0
0.1 0.0 0.1
-0.2 0.0 0.0
0.0 0.1 0.0
0.0 0.0 0.0
0.0 0.0 0.0
0.0 0.0 0.0
0.0 0.0 0.0
-0.2 0.0 0.1
0.0 0.0 0.0
0.0 0.0 0.0
0.0 0.0 0.0
0.0 0.0 0.0
0.0 0.0 0.0
0.0 0.0 0.0
0.0 0.0 0.0
0.0 0.0 0.0
0.0 0.0 0.0
0.0 0.0 0.0
0.0 0.3 0.1
0.1 -0.2 -0.1
0.0 -0.1 0.0
0.0 0.1 0.0
0.1 0.0 0.0
0.0 0.0 -0.1
-0.1 -0.1 0.0
0.1 0.2 0.0
0.0 0.0 0.0
0.0 0.0 0.0
0.0 0.0 0.0
0.0 0.0 0.0
0.0 0.0 0.0
0.0 0.0 0.0
0.0 0.0 0.0
0.0 0.0 0.0
0.0 0.0 0.0
0.0 0.0 0.0
0.0 0.0 0.0
0.0 0.0 0.0
0.1 0.0 0.0
-0.2 0.0 0.0
0.0 0.1 -0.1
0.0 0.0 0.0
-0.1 -0.1 0.0
0.0 0.0 0.0
0.2 -0.1 0.0
-0.2 0.1 0.1
0.1 0.3 -0.2
-0.1 -0.3 0.1
0.0 -0.1 0.0
0.0 0.0 0.0
0.0 0.0 0.0
0.0 0.0 0.0
0.0 0.1 0.0
0.0 0.1 0.0
0.0 0.0 0.0
0.0 0.0 0.0
0.0 0.0 0.0
0.0 0.0 0.0
0.0 0.0 0.0
0.0 0.1 0.0
0.0 0.0 0.0
0.0 0.0 0.0
0.0 0.0 0.0
0.0 0.0 -0.1

## Properties
Maximum force: 0.88 eV/Å
E_HOMO (spin up / spin down): -14.578 / -14.579 eV
⟨S²⟩: 8.81
Total charge: +3
2S+1: 6
HOMO-LUMO gap (spin up / spin down): 0.267 / 0.147 hartree